87
Properties=species:S:1:pos:R:3:forces:R:3:lowdin_charge:R:1 method="wB97M-V/def2-TZVPD" charge=+1 e_homo_ha=-0.38188
Ca -0.2972 -0.5996 3.1225 1.220 0.170 -0.074 1.616
C -1.5478 -3.4972 -0.7283 -0.490 -1.413 0.916 -0.047
C -2.5808 -2.9691 -1.7257 1.448 0.408 0.983 -0.113
N -2.1757 -1.6164 -2.1372 0.886 -0.390 -0.790 -0.035
C -2.2283 -0.4897 -1.3757 0.294 0.269 0.412 0.018
C -1.7024 0.5419 -2.1101 -0.421 -0.607 -0.361 0.023
N -1.3253 -0.0203 -3.3012 1.129 -1.116 -0.503 -0.101
C -1.5197 -1.3538 -3.2696 -1.023 1.714 -0.047 -0.023
C -0.7656 0.6373 -4.4816 -0.477 0.939 0.224 0.013
H -0.5332 -3.7652 -1.0249 -0.068 0.472 -0.561 0.055
H -1.9383 -4.4390 -0.3234 -0.090 -0.045 -0.244 0.096
H -1.4743 -2.9205 0.1903 -0.018 0.612 -0.191 0.075
H -3.5189 -2.8673 -1.1862 -0.265 -0.188 -0.401 0.133
H -2.6115 -3.5409 -2.6480 -0.426 -0.260 0.158 0.126
H -2.4276 -0.5925 -0.3208 -0.544 0.341 -0.120 0.121
H -1.6062 1.5999 -1.9545 0.091 -0.085 0.357 0.130
H -1.3261 -1.9378 -4.1526 -0.187 -0.504 0.284 0.163
H -0.2909 -0.0434 -5.1811 -0.177 -0.325 0.205 0.098
H -0.0273 1.3843 -4.1947 -0.046 -0.037 0.143 0.100
H -1.6062 1.1409 -4.9589 0.241 0.064 -0.305 0.106
C 5.9261 -4.1525 -4.8211 -1.325 0.480 -0.411 -0.064
C 5.4416 -4.3419 -3.3791 1.361 -0.119 -1.100 -0.156
N 4.2572 -3.5382 -3.0920 -0.583 -1.083 0.284 -0.036
C 2.9922 -4.0519 -3.3034 -0.512 0.022 0.440 0.002
C 2.1046 -3.1816 -2.7657 0.320 0.585 0.020 -0.001
N 2.8345 -2.1045 -2.2820 0.478 -0.913 -0.688 -0.060
C 4.1225 -2.3954 -2.4486 0.259 1.343 -0.379 0.006
C 2.2879 -0.8952 -1.7126 -0.407 0.401 0.906 0.027
H 6.2730 -3.1360 -5.0093 0.430 -0.111 0.219 0.079
H 5.0556 -4.2325 -5.4824 0.108 -0.296 -0.073 0.076
H 6.6471 -4.9022 -5.1300 0.180 0.083 0.182 0.085
H 6.3025 -4.1172 -2.7529 -0.510 0.203 0.611 0.134
H 5.1793 -5.3882 -3.2497 -0.126 0.058 0.315 0.128
H 2.8092 -5.0257 -3.7216 0.180 0.001 -0.048 0.142
H 1.0390 -3.2162 -2.6361 -0.010 -0.101 -0.069 0.113
H 4.9246 -1.6895 -2.3009 0.024 -0.157 0.449 0.181
H 1.8192 -1.1839 -0.7772 -0.129 0.136 0.199 0.082
H 1.5472 -0.4155 -2.3506 0.030 -0.311 -0.279 0.087
H 3.0479 -0.1503 -1.4916 0.255 -0.279 -0.040 0.117
C -1.1337 5.9482 -1.5267 0.233 1.116 -0.678 -0.080
C -1.6239 4.8073 -0.6670 0.383 0.294 -0.575 -0.147
N -2.4255 5.2966 0.4641 0.377 -1.246 -0.047 -0.037
C -3.0168 6.5000 0.6316 -1.690 0.204 0.542 0.005
C -3.7946 6.3869 1.7693 1.453 0.603 -0.041 0.016
N -3.4937 5.1735 2.3286 -0.685 -0.387 -0.529 -0.074
C -2.7372 4.4797 1.4760 0.967 0.994 0.287 0.018
C -3.8409 4.7521 3.6673 1.197 -0.770 1.556 0.022
H -1.8601 6.5535 -2.0780 -0.522 -0.522 0.159 0.080
H -0.4413 5.6245 -2.3038 0.036 -0.350 0.210 0.084
H -0.6008 6.7166 -0.9596 0.188 -0.375 0.307 0.091
H -0.7454 4.2618 -0.3206 -0.180 0.024 0.489 0.123
H -2.2259 4.0723 -1.2005 -0.132 0.208 -0.160 0.128
H -2.9632 7.2902 -0.0939 0.059 0.015 0.034 0.132
H -4.3368 7.1141 2.3478 -0.168 0.058 -0.261 0.137
H -2.1704 3.5729 1.6158 -0.568 -0.384 0.294 0.150
H -4.6177 5.2974 4.1932 -0.450 0.096 -0.821 0.107
H -2.9697 4.8983 4.3173 0.112 0.215 -0.258 0.114
H -3.9732 3.6747 3.7232 -0.543 0.078 -0.328 0.087
B -0.7065 1.3309 0.9736 0.829 2.448 -0.900 -1.313
F -2.0049 1.6153 0.5086 0.098 -0.129 0.461 0.100
F -0.4943 1.8285 2.2993 -0.908 -1.236 -0.149 0.071
F -0.4036 -0.0105 0.8226 0.076 -0.604 0.529 0.079
F 0.1740 2.0832 0.1765 0.037 -0.080 -0.406 0.116
C 2.8112 -4.0830 2.9388 -1.258 1.578 -0.526 -0.680
F 3.2394 -3.3838 3.9789 0.094 -0.186 0.269 0.150
F 3.7775 -4.8464 2.4893 0.242 -0.464 -0.221 0.167
F 1.7646 -4.8198 3.3125 -0.049 -0.419 0.110 0.131
S 2.2907 -2.8031 1.6367 0.974 -1.672 -1.565 0.504
O 1.7442 -3.4652 0.4386 0.040 -0.021 0.830 -0.349
O 1.2700 -1.9771 2.2602 -0.571 0.087 0.721 -0.465
O 3.5833 -2.2337 1.4032 0.054 0.820 -0.182 -0.288
C 2.5955 0.2210 6.0347 0.660 0.372 -2.019 -0.698
F 1.8858 1.1823 6.5997 -0.618 0.139 0.460 0.140
F 3.7331 0.0914 6.6738 0.494 -0.097 0.528 0.162
F 1.9396 -0.9404 6.0879 -0.556 -0.304 0.307 0.117
S 2.9442 0.6507 4.2278 2.565 0.088 0.265 0.530
O 3.4484 2.0142 4.2807 -1.275 -0.740 -0.052 -0.301
O 3.9430 -0.3109 3.7975 -1.134 0.270 0.406 -0.294
O 1.6253 0.4448 3.5966 -0.546 0.429 0.378 -0.505
C -4.4604 0.6495 2.0907 0.188 -1.885 0.173 -0.662
F -4.4198 0.8518 0.7768 0.082 0.340 -0.031 0.126
F -3.7284 1.5549 2.7464 0.058 0.419 -0.188 0.113
F -5.7191 0.7471 2.4786 -0.246 0.306 0.123 0.155
S -3.8535 -1.0913 2.5441 -0.596 -0.799 0.674 0.536
O -4.4315 -1.9972 1.5737 0.493 0.826 -0.086 -0.298
O -2.3642 -1.0168 2.4346 -0.914 0.300 -0.092 -0.515
O -4.3206 -1.2404 3.9027 0.520 0.383 -0.617 -0.282


62
Properties=species:S:1:pos:R:3:forces:R:3:lowdin_charge:R:1 method="wB97M-V/def2-TZVPD" charge=+1 multiplicity=2 e_homo_ha="-0.39281 / -0.39447"
Cr 0.2324 0.1132 0.2358 -2.579 0.777 0.734 0.083
C 1.5681 1.1749 3.2336 0.089 0.267 -0.316 -0.429
C 0.4267 0.2546 3.6309 -0.003 -0.267 -0.302 -0.448
S -0.0712 -1.0403 2.4472 0.369 -0.148 0.213 0.891
C 1.2780 -2.2821 2.4744 -0.392 0.300 0.017 -0.453
C 2.5760 -1.8349 1.8358 -0.085 0.164 -0.453 -0.423
S 2.2682 -1.1492 0.1449 0.785 -0.279 0.239 0.921
C 3.5422 0.1525 0.0650 -0.208 -0.258 -0.113 -0.434
C 3.3311 1.3506 0.9837 -0.377 0.320 0.139 -0.419
S 1.5874 1.7187 1.4612 0.188 -0.364 0.155 0.959
H 2.5346 0.7290 3.4617 -0.025 0.055 -0.044 0.071
H 1.4751 2.0998 3.8077 0.122 -0.136 0.035 0.090
H -0.4919 0.8267 3.7610 -0.031 -0.075 0.057 0.090
H 0.6691 -0.2455 4.5687 -0.115 0.110 0.098 0.095
H 0.8624 -3.1251 1.9166 -0.050 0.017 0.138 0.090
H 1.4243 -2.5886 3.5106 0.051 -0.090 -0.063 0.097
H 3.2326 -2.6934 1.6941 0.033 0.035 0.084 0.095
H 3.0984 -1.0943 2.4382 -0.033 0.053 -0.082 0.076
H 3.5273 0.4510 -0.9812 -0.014 0.001 0.012 0.081
H 4.5008 -0.3265 0.2696 -0.012 0.041 -0.058 0.098
H 3.6569 2.2590 0.4764 0.106 -0.095 0.023 0.091
H 3.9052 1.2633 1.9046 -0.040 0.032 0.002 0.082
C -6.9789 -1.7830 -0.0378 0.063 0.263 -0.015 -0.057
C -6.7558 -0.2695 -0.0176 -0.189 -0.036 -0.071 -0.556
C -7.3818 0.3539 -1.2742 -0.006 -0.120 0.186 -0.029
C -7.4117 0.2896 1.2540 0.095 -0.093 -0.181 -0.036
C -5.2843 0.0949 -0.0185 0.288 0.029 -0.066 -0.156
C -4.2731 -0.8320 -0.2560 0.004 -0.147 0.009 -0.047
C -2.9710 -0.4095 -0.1849 0.572 0.503 0.181 -0.434
Br -1.4814 -1.6022 -0.5948 -0.466 0.027 -0.082 0.953
C -2.5634 0.9006 0.1448 -2.608 -1.120 -0.631 -0.358
O -1.3195 1.1374 0.3800 3.255 0.078 0.574 -0.262
C -3.6006 1.8727 0.2044 0.833 -0.268 0.014 -0.069
C -4.9064 1.4256 0.1444 -0.043 -0.286 0.044 0.021
C -3.3372 3.3712 0.2458 -0.061 0.271 0.098 -0.529
C -1.8517 3.7316 0.3128 -0.095 0.066 0.009 -0.045
C -3.9166 3.9675 -1.0493 0.097 -0.037 0.146 -0.029
C -4.0505 3.9989 1.4521 0.110 -0.076 -0.141 -0.033
H -8.0432 -1.9979 0.0210 -0.089 -0.009 -0.010 0.090
H -6.4934 -2.2529 0.8148 0.050 -0.131 0.077 0.090
H -6.6024 -2.2269 -0.9556 0.044 -0.124 -0.107 0.083
H -8.4508 0.1615 -1.3034 -0.162 -0.032 -0.019 0.090
H -6.9266 -0.0732 -2.1655 0.007 -0.010 -0.122 0.092
H -7.2263 1.4292 -1.2957 -0.030 0.132 -0.029 0.079
H -8.4659 0.0262 1.2773 -0.132 -0.031 -0.006 0.089
H -7.3365 1.3713 1.3072 -0.018 0.138 0.045 0.075
H -6.9316 -0.1337 2.1345 0.005 0.001 0.121 0.093
H -4.4886 -1.8582 -0.4908 -0.091 -0.213 -0.004 0.106
H -5.6874 2.1617 0.2308 -0.116 0.132 0.000 0.106
H -1.3092 3.3365 -0.5439 0.068 0.069 0.019 0.081
H -1.3923 3.3443 1.2204 0.062 0.072 0.000 0.079
H -1.7445 4.8140 0.3108 -0.062 0.140 -0.007 0.093
H -3.4927 3.4712 -1.9183 0.052 -0.043 -0.151 0.093
H -3.6797 5.0266 -1.1117 0.022 0.146 0.015 0.090
H -4.9972 3.8618 -1.0890 -0.129 -0.027 -0.034 0.081
H -3.6747 3.5773 2.3815 0.034 -0.031 0.144 0.090
H -5.1246 3.8385 1.4140 -0.108 -0.007 0.032 0.077
H -3.8761 5.0722 1.4647 0.025 0.126 0.014 0.090
F 1.4438 0.2574 -2.2461 0.495 -0.392 -0.588 -0.050
C 0.4596 0.9356 -1.5762 0.357 -0.093 -0.037 -0.431
F 1.0003 2.1642 -1.2889 0.185 0.804 -0.242 -0.052
H -0.3515 1.1010 -2.2965 -0.097 -0.130 0.304 0.128


65
Properties=species:S:1:pos:R:3:forces:R:3:lowdin_charge:R:1 method="wB97M-V/def2-TZVPD" charge=-1 multiplicity=6 e_homo_ha="-0.01703 / -0.12194"
Mn 0.0147 -0.1046 0.0031 0.897 -1.619 0.322 0.547
N 1.0023 2.3672 0.2647 0.274 0.075 -0.109 -0.005
C 0.3794 3.4340 1.0360 -0.108 0.075 -0.005 -0.267
C -0.9011 4.0232 0.4277 -0.026 0.096 0.009 -0.195
C -1.8302 3.1183 -0.3901 0.115 0.100 0.141 -0.280
N -1.8724 1.7167 0.0301 -0.471 0.175 -0.140 -0.032
H 1.6299 1.8576 0.8912 -0.116 0.071 -0.375 0.045
H 1.5703 2.7284 -0.5030 -0.109 -0.125 0.251 0.083
H 1.0604 4.2819 1.1944 0.024 -0.047 0.128 0.101
H 0.1701 3.0218 2.0253 -0.113 -0.109 -0.090 0.109
H -0.6429 4.8698 -0.2182 -0.003 -0.019 -0.012 0.096
H -1.4728 4.4610 1.2529 0.021 -0.017 0.010 0.098
H -1.5350 3.1258 -1.4440 0.166 -0.057 0.072 0.092
H -2.8239 3.5885 -0.3548 -0.007 -0.035 -0.133 0.098
H -2.4654 1.2357 -0.6386 0.065 -0.232 0.169 0.027
H -2.3489 1.6084 0.9260 0.307 0.002 -0.066 0.082
S 1.8630 -0.0707 4.1806 -0.020 0.018 0.061 0.900
C 0.1537 -0.0094 4.4549 0.034 -0.009 -0.030 -0.499
C -0.5280 -0.0301 3.2625 -0.120 -0.077 -0.001 -0.288
C 0.2621 -0.0784 2.0902 0.161 0.154 -0.432 -0.268
C 1.6254 -0.1020 2.4323 -0.012 0.071 0.067 -0.549
C 2.7271 -0.0982 1.5385 0.160 0.076 -0.013 -0.344
C 4.0975 -0.0600 1.9454 -0.165 -0.051 -0.075 -0.085
C 5.0950 -0.0139 1.0177 0.091 0.009 -0.006 -0.141
C 4.7721 -0.0163 -0.3704 -0.003 -0.029 0.053 -0.138
C 3.4280 -0.0575 -0.6912 -0.068 -0.105 0.193 -0.207
N 2.4282 -0.0839 0.1798 -0.096 0.207 -0.145 -0.004
H -0.2421 0.0207 5.4586 0.003 0.004 -0.012 0.026
H -1.6157 -0.0211 3.2484 0.004 -0.009 -0.021 0.068
H 4.3327 -0.0610 3.0035 0.010 -0.006 0.002 0.069
H 6.1299 0.0210 1.3430 -0.012 -0.002 -0.026 0.080
H 5.5250 -0.0073 -1.1468 0.021 0.001 0.033 0.062
H 3.1377 -0.0875 -1.7409 -0.061 0.038 -0.056 0.075
C -0.6166 1.0623 -5.5613 -0.017 0.000 0.016 -0.211
N -1.5483 0.0905 -4.9885 0.119 -0.037 0.053 -0.154
C -1.0478 -1.2532 -5.2990 -0.013 0.002 0.026 -0.206
N 0.3221 -1.5086 -4.8688 -0.018 0.089 0.006 -0.152
C 1.1819 -0.4788 -5.4478 -0.024 0.006 0.036 -0.201
N 0.7728 0.8961 -5.1455 -0.032 -0.089 0.028 -0.155
C 0.9233 1.1704 -3.7088 0.065 -0.027 -0.042 -0.322
P -0.0665 0.0472 -2.6086 0.051 0.257 0.290 0.998
C -1.6614 0.2691 -3.5332 -0.078 -0.138 0.007 -0.327
C 0.4260 -1.5373 -3.4004 0.022 -0.033 0.047 -0.315
H -0.9478 2.0676 -5.2888 0.001 0.002 -0.032 0.120
H -0.6570 0.9599 -6.6496 -0.004 0.018 0.002 0.118
H -1.0904 -1.3777 -6.3851 -0.015 -0.011 0.004 0.118
H -1.7065 -1.9880 -4.8311 -0.002 -0.005 -0.026 0.122
H 1.1661 -0.5989 -6.5350 0.019 0.003 -0.001 0.118
H 2.2016 -0.6286 -5.0885 0.006 -0.002 -0.025 0.125
H 0.6400 2.2076 -3.5050 0.000 0.006 -0.027 0.080
H 1.9775 1.0689 -3.4383 0.004 0.037 -0.001 0.073
H -2.0658 1.2636 -3.3196 -0.004 0.010 -0.042 0.075
H -2.3764 -0.4620 -3.1449 -0.027 0.034 0.021 0.077
H -0.2001 -2.3244 -2.9768 0.018 0.013 0.015 0.081
H 1.4464 -1.7695 -3.0898 -0.004 -0.015 -0.024 0.090
C -5.3996 -2.8704 -0.0945 -0.009 -0.002 0.001 -0.109
C -3.8965 -3.1405 -0.1102 0.028 0.020 0.045 -0.218
C -3.0993 -1.9161 -0.1291 0.359 -0.017 -0.001 -0.174
N -2.3653 -1.0323 -0.1506 -0.936 0.008 -0.058 0.164
H -5.9518 -3.8093 -0.0785 0.002 -0.016 0.002 0.068
H -5.7034 -2.3095 -0.9778 0.000 0.007 -0.004 0.073
H -5.6787 -2.2932 0.7860 -0.004 0.004 0.003 0.075
H -3.6092 -3.7287 -0.9827 0.002 -0.011 -0.019 0.116
H -3.5882 -3.7101 0.7675 -0.001 -0.006 0.014 0.121
O 0.1544 -1.8189 -0.3739 -0.353 1.270 -0.079 -0.626


63
Properties=species:S:1:pos:R:3:forces:R:3:lowdin_charge:R:1 method="wB97M-V/def2-TZVPD" multiplicity=3 e_homo_ha="-0.25010 / -0.25120"
C -0.0483 -4.4290 0.8304 0.203 -0.135 0.041 -0.011
C 0.3074 -3.1368 0.4380 0.014 0.385 0.303 -0.252
N -0.6583 -2.2014 0.3627 0.135 0.357 0.342 -0.003
C -1.9194 -2.4131 0.7706 0.021 0.014 -0.320 -0.277
C -2.3091 -3.6980 1.1442 -0.295 0.107 -0.050 -0.021
C -1.3721 -4.7306 1.1552 0.209 0.567 -0.267 -0.033
C 1.7857 -2.7635 0.1232 0.586 -1.155 0.032 -0.257
P 2.4355 -1.0854 0.4890 -0.186 0.663 -0.088 0.805
Pr 0.0532 0.2096 0.3223 1.095 2.013 -0.790 0.660
P -2.6080 0.2742 -0.1942 -0.639 0.364 -1.109 0.791
C -2.9125 -1.2026 0.8739 -0.609 -0.608 0.337 -0.255
C 0.8497 2.1924 -0.8629 -1.250 -3.896 1.682 -0.365
C 1.5422 2.9095 0.0562 0.838 2.374 -0.902 -0.165
C 1.9171 4.2133 -0.3437 0.289 -0.416 0.917 -0.086
C 1.5843 4.6835 -1.6124 -0.060 -0.315 0.115 -0.109
C 0.8205 3.8911 -2.4721 -0.473 -0.636 -0.371 -0.087
C 0.3958 2.5976 -2.0671 0.526 2.498 -1.462 -0.156
O 2.3788 -2.7677 -2.6705 0.380 0.133 -0.576 -0.103
O 1.9069 -0.2348 -3.3056 -0.149 0.286 -0.295 -0.203
H 0.7282 -5.1844 0.8969 -0.137 0.017 -0.033 0.115
H -3.3469 -3.8676 1.4128 0.138 -0.093 0.050 0.114
H -1.6675 -5.7488 1.4131 0.125 0.340 0.003 0.114
C 2.8805 -0.8873 2.2572 0.504 -0.174 0.677 -0.242
C 3.8262 -0.5133 -0.5382 0.881 -0.411 -0.567 -0.232
H -3.9412 -1.5111 0.6489 0.190 -0.460 0.129 0.087
H -2.9578 -0.8810 1.9346 0.271 -0.042 -0.463 0.100
H 2.0070 -2.9611 -0.9693 -0.303 0.410 0.960 0.066
H 2.4730 -3.4016 0.6981 -0.523 -0.529 -0.157 0.088
C -3.3422 1.8097 0.4986 -0.576 0.225 0.409 -0.234
C -3.3638 -0.0332 -1.8336 -0.366 -0.111 -0.392 -0.256
H 1.7905 2.5256 1.0535 0.026 0.112 -0.084 0.090
H 2.4739 4.8384 0.3528 -0.028 0.109 -0.205 0.093
H 1.9209 5.6707 -1.9234 -0.120 -0.182 0.032 0.095
H 0.5733 4.2624 -3.4638 -0.050 0.112 0.087 0.090
H -0.2590 1.9506 -2.6642 0.400 0.359 -0.062 0.080
H 0.9850 -0.3646 -2.8518 0.437 0.149 0.161 -0.084
H 2.0449 0.7230 -3.2804 0.031 -0.281 0.009 0.031
H 2.3333 -1.8520 -3.0553 -0.119 -0.500 0.164 0.007
H 1.8877 -3.3590 -3.2461 -0.023 0.191 -0.169 0.053
H 0.0203 -0.5518 -2.0290 -0.548 -0.041 0.620 -0.018
H 3.8169 -1.3951 2.5426 -0.276 0.067 -0.095 0.049
H 3.0186 0.1896 2.4857 -0.029 -0.463 -0.392 0.054
H 2.0805 -1.2259 2.9447 0.242 -0.047 -0.607 0.037
H 4.7608 -1.0909 -0.4013 -0.413 0.205 -0.051 0.052
H 3.5382 -0.5470 -1.6106 -0.016 -0.122 0.721 0.030
H 4.0503 0.5537 -0.3302 -0.383 -0.603 0.209 0.059
H -4.4670 -0.0781 -1.8729 0.384 0.009 0.241 0.046
H -3.0344 0.7613 -2.5309 -0.058 -0.300 0.494 0.051
H -2.9534 -0.9727 -2.2434 -0.074 0.360 0.300 0.046
H -4.4451 1.8382 0.5259 0.365 -0.114 -0.027 0.048
H -2.9585 2.0239 1.5158 -0.117 -0.311 -0.539 0.035
H -2.9923 2.6630 -0.1160 -0.087 -0.587 0.131 0.065
O -0.2702 -1.3929 3.4629 -0.178 -0.005 0.404 0.041
C -0.4667 -0.2057 3.6470 0.116 2.273 -1.135 -0.493
C -0.7801 0.5658 4.9238 0.001 -0.424 0.432 -0.083
C -0.8399 2.0419 4.5209 0.000 0.537 0.076 -0.082
C -0.6398 2.0608 3.0113 0.015 -1.494 -0.377 -0.489
O -0.7068 2.9849 2.2077 -0.026 -0.590 1.043 0.046
N -0.3926 0.7440 2.6237 -0.209 -0.189 0.217 -0.030
H -1.7294 0.2012 5.3341 0.258 0.026 0.088 0.121
H 0.0254 0.3615 5.6393 -0.314 -0.023 0.040 0.122
H -1.7978 2.5227 4.7489 0.252 -0.013 0.119 0.121
H -0.0282 2.6230 4.9764 -0.303 0.005 0.002 0.124


Number 1: maximum force 2.7 eV/Å. Number 2: maximum force 3.3 eV/Å. Number 3: maximum force 1.9 eV/Å. Number 4: maximum force 4.4 eV/Å.